Arrangement P

The following is a quantum chemistry calculation of a structure of composition C5H12O2, from OMol25.

CARTESIAN COORDINATES (ANGSTROEM)
C (2.69006, -0.48183, 0.52262)
C (1.52779, 0.14053, -0.24441)
C (0.20676, -0.59358, -0.00855)
O (-0.14728, -0.59844, 1.37112)
C (-0.91930, -0.00817, -0.84442)
C (-2.25538, -0.25459, -0.44614)
O (-2.43292, 1.41341, 0.36763)
H (3.61290, 0.09256, 0.38950)
H (2.45824, -0.52556, 1.59123)
H (2.88033, -1.50691, 0.18208)
H (1.74084, 0.14784, -1.32237)
H (1.39296, 1.19184, 0.05039)
H (0.36190, -1.65846, -0.23979)
H (-0.41880, 0.30361, 1.59942)
H (-0.72706, 0.12852, -1.90834)
H (-1.39844, 1.22880, -0.25438)
H (-2.45656, -0.83136, 0.45171)
H (-3.07094, -0.20209, -1.16369)
H (-3.04509, 2.01387, -0.09361)

Properties
Kohn-Sham gap: 9.4 eV
Molecular weight: 104.1 g/mol
E_LUMO: 0.87 eV

***

Arrangement Q

The following is a quantum chemistry calculation of a cluster of 3 separate species, C5H12O2 in total, from OMol25.

CARTESIAN COORDINATES (ANGSTROEM)
C (-1.00299, -2.25741, 0.08544)
C (-1.51991, -1.04907, -0.18019)
C (-0.85026, 0.20073, -0.57897)
C (0.08323, 0.35848, -1.50606)
C (-1.35096, 1.40696, 0.22948)
H (-0.08097, -2.44993, 0.60081)
H (-1.64647, -3.09017, -0.20937)
H (-2.59212, -0.89257, -0.12675)
H (0.45888, 1.32857, -1.78253)
H (0.60682, -0.43266, -2.02306)
H (-2.27843, 1.78871, -0.21530)
H (-1.57956, 1.12442, 1.25348)
H (-0.61976, 2.20606, 0.21850)
O (1.90255, -1.08348, 0.70310)
H (1.47151, -0.39537, 1.23171)
H (2.36568, -1.55375, 1.40918)
O (1.95999, 1.90907, 0.34542)
H (2.91068, 1.86879, 0.50348)
H (1.76209, 1.01261, 0.04162)

Properties
SMILES: C=CC(=C)C.O.O
Kohn-Sham gap: 9.2 eV
Molecular weight: 104.1 g/mol
E_LUMO: 0.57 eV

***

Arrangement R

The following is a quantum chemistry calculation of a cluster of 3 separate species, C5H12O2 in total, from OMol25.

CARTESIAN COORDINATES (ANGSTROEM)
C (-1.00930, 0.16904, -2.01012)
C (-1.35294, -0.53642, -0.92597)
C (-0.55399, -1.54140, -0.19823)
C (0.65585, -1.88797, -0.61701)
C (-1.17543, -2.16053, 1.03657)
H (-0.23951, -0.06778, -2.72861)
H (-1.69488, 0.96717, -2.25130)
H (-2.34312, -0.32615, -0.54810)
H (1.29219, -2.62064, -0.14048)
H (1.05085, -1.47410, -1.54321)
H (-1.88806, -1.50164, 1.52159)
H (-0.35604, -2.34657, 1.73827)
H (-1.63534, -3.11823, 0.83107)
O (0.71590, 2.14343, 0.46353)
H (0.25621, 1.29086, 0.43708)
H (0.01735, 2.80067, 0.55411)
O (2.88032, 3.36996, 1.82142)
H (3.28599, 3.89345, 1.12217)
H (2.09394, 2.94686, 1.43723)

Properties
SMILES: C=CC(=C)C.O.O
Kohn-Sham gap: 9.5 eV
Molecular weight: 104.1 g/mol
E_LUMO: 0.46 eV

***

Arrangement S

The following is a quantum chemistry calculation of the molecule C5H12O2, from OMol25.

CARTESIAN COORDINATES (ANGSTROEM)
C (-1.63906, 1.17517, -1.66376)
C (-1.14535, 0.14159, -0.65587)
C (0.25478, 0.45019, -0.13400)
O (0.23753, 1.79095, 0.29697)
C (0.68401, -0.44162, 1.03413)
C (0.96492, -1.87133, 0.61949)
O (1.85993, 0.17090, 1.55837)
H (-1.56662, 2.17446, -1.23435)
H (-1.03467, 1.16258, -2.57661)
H (-2.68151, 0.98322, -1.94003)
H (-1.83675, 0.10298, 0.19321)
H (-1.15805, -0.84915, -1.11619)
H (0.97291, 0.33164, -0.96462)
H (1.01808, 1.93116, 0.85396)
H (-0.10602, -0.36509, 1.79272)
H (1.77004, -1.85427, -0.11949)
H (1.28039, -2.48017, 1.47265)
H (0.07578, -2.31844, 0.17029)
H (2.04966, -0.23477, 2.41315)

Properties
SMILES: CC[C@@H](O)[C@@H](C)O
Kohn-Sham gap: 10.8 eV
Molecular weight: 104.1 g/mol
E_LUMO: 0.81 eV

***

Stability ranking, top entry: arrangement S; the second entry is 0.0508 hartree less favorable.

***

Arrangement P

The following is a quantum chemistry calculation of a cluster of 2 separate species, C5H12O2 in total, from OMol25.

CARTESIAN COORDINATES (ANGSTROEM)
C (2.34829, 0.21160, 1.37372)
C (0.90408, 0.61832, 1.14091)
C (0.23426, -0.22022, 0.07704)
O (0.42437, -1.42796, -0.03018)
C (-0.60494, 0.53076, -0.84934)
C (-1.46007, -0.14996, -1.90200)
H (2.40726, -0.87840, 1.40710)
H (2.99263, 0.56356, 0.55948)
H (2.72731, 0.62639, 2.31070)
H (0.28007, 0.40044, 2.01546)
H (0.80909, 1.69484, 0.94359)
H (0.50333, 0.66847, -1.24038)
H (-1.03665, 1.46164, -0.45728)
H (-1.23657, -1.22002, -1.93754)
H (-2.54618, -0.01250, -1.79444)
H (-1.18121, 0.30927, -2.84997)
O (-2.08580, -0.79889, 0.82687)
H (-1.29487, -1.33631, 0.63907)
H (-2.76540, -1.19979, 0.27806)

Properties
SMILES: CCC(=O)CC.O
Kohn-Sham gap: 10.5 eV
Molecular weight: 104.1 g/mol
E_LUMO: 0.90 eV

***

Arrangement Q

The following is a quantum chemistry calculation of a cluster of 2 separate species, C5H12O2 in total, from OMol25.

CARTESIAN COORDINATES (ANGSTROEM)
C (2.25975, 2.34305, 0.00719)
C (2.63882, 1.25498, -0.62858)
C (2.17157, -0.13660, -0.36659)
C (0.75830, -0.43725, -0.05773)
C (0.64195, -1.89488, 0.59545)
O (-0.64242, -2.41819, 0.25689)
H (2.76035, 3.32661, 0.10158)
H (1.66645, 2.41591, 1.06766)
H (3.59783, 1.32863, -1.16904)
H (2.86441, -0.41656, 0.38504)
H (2.51655, -0.79857, -1.24947)
H (0.43862, 0.25763, 0.64529)
H (-0.00390, -0.63550, -0.87679)
H (0.87288, -2.03758, 1.70428)
H (1.39212, -2.57391, 0.18330)
H (-0.84676, -3.10683, 0.89337)
O (-5.95840, 1.44932, -0.06201)
H (-6.45618, 2.00628, -0.84657)
H (-6.81808, 1.20897, 0.30394)

Properties
SMILES: C=CCCCO.O
Kohn-Sham gap: 10.4 eV
Molecular weight: 104.1 g/mol
E_LUMO: 0.92 eV

***

Arrangement R

The following is a quantum chemistry calculation of a cluster of 3 separate species, C5H12O2 in total, from OMol25.

CARTESIAN COORDINATES (ANGSTROEM)
C (1.11826, 1.03405, 0.01309)
C (-1.45606, 0.28802, 0.22693)
C (0.61718, -0.20651, 0.45248)
C (2.69332, -0.29210, -0.32513)
C (-2.29561, -0.81414, 0.81124)
O (0.71641, 1.70436, -1.05345)
O (-1.42891, 0.24533, -1.23045)
H (-0.02277, 1.17648, -1.49220)
H (-2.27691, 0.01198, -1.63782)
H (1.60784, 1.66939, 0.74851)
H (-1.79399, 1.27914, 0.54280)
H (0.38895, -1.05813, -0.17169)
H (0.72787, -0.41673, 1.50721)
H (-1.87054, -1.80164, 0.59507)
H (-2.35868, -0.70190, 1.89750)
H (2.70439, -0.19175, -1.40817)
H (3.50778, 0.24733, 0.15576)
H (2.74801, -1.34347, -0.04917)
H (-3.32655, -0.82973, 0.41750)

Properties
Kohn-Sham gap: 7.7 eV
Molecular weight: 104.1 g/mol
E_LUMO: 0.88 eV

***

Arrangement S

The following is a quantum chemistry calculation of a cluster of 3 separate species, C5H12O2 in total, from OMol25.

CARTESIAN COORDINATES (ANGSTROEM)
C (0.03641, 1.76964, 0.76698)
C (-0.24124, 0.55998, 0.27080)
C (0.05973, -0.76657, 0.80037)
C (-0.40874, -1.85868, 0.20903)
C (-0.11491, -3.26405, 0.64411)
H (0.19714, 2.51863, 0.00196)
H (0.34809, 1.91856, 1.78285)
H (-0.65686, 0.48117, -0.73755)
H (0.83304, -0.94452, 1.53692)
H (-0.82605, -1.83267, -0.79344)
H (-1.04238, -3.82420, 0.63420)
H (0.39373, -3.30320, 1.60350)
H (0.48213, -3.76505, -0.12805)
O (-1.87964, 4.14257, -0.16622)
H (-1.07391, 4.65563, -0.01942)
H (-2.40458, 4.74990, -0.70475)
O (2.26822, -0.12363, -2.08595)
H (2.34347, -1.05841, -2.29639)
H (1.68636, -0.05508, -1.31894)

Properties
SMILES: C=C/C=C/C.O.O
Kohn-Sham gap: 9.4 eV
Molecular weight: 104.1 g/mol
E_LUMO: 0.86 eV

***

Stability ranking, top entry: arrangement P; the second entry is 0.0290 hartree less favorable.

***

Arrangement P

The following is a quantum chemistry calculation of a cluster of 2 separate species, C2H6O2 in total, from OMol25.

CARTESIAN COORDINATES (ANGSTROEM)
O (-0.12294, -2.19756, 0.73832)
C (0.47917, -1.17779, 0.55775)
O (1.65061, -1.08822, 1.20189)
H (0.31339, -0.32574, -0.28103)
H (2.33576, -0.68980, 0.58942)
C (-1.79673, 3.47976, -1.92443)
H (-2.81487, 3.30528, -1.52768)
H (-1.05920, 2.66941, -1.55606)
H (-1.40074, 4.44507, -1.56706)
H (-1.69033, 3.07014, -2.97922)

Properties
SMILES: O=CO.C
Kohn-Sham gap: 11.4 eV
Molecular weight: 62.1 g/mol
E_LUMO: 0.47 eV

***

Arrangement Q

The following is a quantum chemistry calculation of a cluster of 2 separate species, C2H6O2 in total, from OMol25.

CARTESIAN COORDINATES (ANGSTROEM)
C (1.20585, 3.23507, -0.31666)
O (0.55312, 2.63248, -1.12699)
H (2.23170, 2.94331, -0.19395)
H (0.79348, 4.03297, 0.36102)
C (-0.70396, -2.43954, 0.42603)
O (-1.43416, -1.58260, -0.41090)
H (-0.10339, -1.80026, 1.11975)
H (-1.41149, -3.09183, 0.98260)
H (-0.13505, -3.18306, -0.26547)
H (-0.99611, -0.74652, -0.57543)

Properties
SMILES: C=O.CO
Kohn-Sham gap: 10.8 eV
Molecular weight: 62.1 g/mol
E_LUMO: 0.69 eV

***

Stability ranking, top entry: arrangement P; the second entry is 0.0219 hartree less favorable.

***

Arrangement P

The following is a quantum chemistry calculation of a cluster of 2 separate species, C2H6O2 in total, from OMol25.

CARTESIAN COORDINATES (ANGSTROEM)
C (0.00000, 0.00000, 0.00000)
C (-1.16147, 0.56569, -0.94145)
O (-1.74566, 1.65034, -0.68785)
H (0.68026, 0.83290, 0.24519)
H (0.56594, -0.76321, -0.56020)
H (-0.35978, -0.44906, 0.94101)
H (-1.52774, -0.05801, -1.79264)
O (-2.06112, 3.32290, -2.18500)
H (-2.22245, 2.43260, -1.79824)
H (-2.90714, 3.80772, -2.05292)

Properties
SMILES: CC=O.O
Kohn-Sham gap: 10.4 eV
Molecular weight: 62.1 g/mol
E_LUMO: 0.31 eV

***

Arrangement Q

The following is a quantum chemistry calculation of a cluster of 2 separate species, C2H6O2 in total, from OMol25.

CARTESIAN COORDINATES (ANGSTROEM)
O (1.58724, 2.38727, -0.27608)
C (2.45914, 1.58064, -0.22204)
O (2.59780, 0.72408, 0.85036)
H (3.05289, 1.14338, -1.04658)
H (2.19738, 1.18851, 1.60149)
C (-5.31305, -3.64751, -0.38263)
H (-5.56682, -3.34674, -1.39940)
H (-6.09960, -3.36977, 0.30709)
H (-5.20930, -4.73845, -0.31850)
H (-4.28785, -3.29054, -0.27500)

Properties
SMILES: O=CO.C
Kohn-Sham gap: 12.0 eV
Molecular weight: 62.1 g/mol
E_LUMO: 0.87 eV

***

Stability ranking, top entry: arrangement Q; the second entry is 0.0349 hartree less favorable.

***

Arrangement P

The following is a quantum chemistry calculation of a cluster of 2 separate species, C4H8O4 in total, from OMol25.

CARTESIAN COORDINATES (ANGSTROEM)
C (2.74920, 0.20039, -0.76089)
O (3.23541, 0.32413, 0.55569)
C (2.71260, 1.28366, 1.36617)
O (1.76495, 1.99123, 1.00064)
H (2.79419, 1.12619, -1.35878)
H (1.69765, -0.12635, -0.69694)
H (3.32968, -0.58149, -1.27888)
H (3.36097, 1.28317, 2.26466)
C (-2.05032, -0.06512, -0.59281)
O (-2.86852, -1.17496, -0.75549)
C (-3.53820, -1.56750, 0.35623)
O (-3.50098, -0.98699, 1.44608)
H (-1.69867, 0.16121, 0.42784)
H (-2.74249, 0.73239, -0.91137)
H (-1.18106, -0.06846, -1.27176)
H (-4.06436, -2.53152, 0.20964)

Properties
SMILES: COC=O.COC=O
Kohn-Sham gap: 11.5 eV
Molecular weight: 120.1 g/mol
E_LUMO: 0.72 eV

***

Arrangement Q

The following is a quantum chemistry calculation of the molecule C4H8O4, from OMol25.

CARTESIAN COORDINATES (ANGSTROEM)
C (-0.40363, 1.84799, -1.16329)
C (-0.04235, 0.45415, -0.73190)
O (1.14113, 0.10351, -1.35982)
O (-1.00837, -0.63540, -0.56158)
C (-0.24936, -0.10687, 0.61374)
O (-0.94507, 0.51993, 1.54699)
C (0.73574, -1.18826, 1.37019)
O (0.44961, -2.55566, 1.10174)
H (-1.49760, 1.78575, -1.48448)
H (0.07902, 2.04619, -2.15477)
H (-0.22459, 2.60241, -0.44160)
H (1.06641, -0.80944, -1.61642)
H (-1.91786, 0.49654, 1.45425)
H (0.74189, -1.09417, 2.41708)
H (1.71107, -0.93412, 0.95042)
H (0.36396, -2.53253, 0.05944)

Properties
SMILES: C[C@]1(O)O[C@@]1(O)CO
Kohn-Sham gap: 10.2 eV
Molecular weight: 120.1 g/mol
E_LUMO: 0.61 eV

***

Stability ranking, top entry: arrangement P; the second entry is 0.0433 hartree less favorable.

***

Arrangement P

The following is a quantum chemistry calculation of the molecule C4H8O4, from OMol25.

CARTESIAN COORDINATES (ANGSTROEM)
C (0.75611, -1.53860, -0.45044)
C (0.71243, -0.18390, 0.24372)
C (1.06096, 0.97242, -0.67839)
O (1.49042, -0.12026, 1.37707)
O (-0.61926, -0.00066, 0.91686)
O (-1.76506, -0.12496, 0.09533)
C (-2.60404, 0.90781, 0.28270)
O (-3.68786, 0.94035, -0.20631)
H (1.77281, -1.73178, -0.78337)
H (0.08661, -1.54338, -1.30638)
H (0.44530, -2.32293, 0.23690)
H (0.38953, 0.99174, -1.53281)
H (0.99525, 1.90729, -0.12784)
H (2.08368, 0.84533, -1.02181)
H (1.04362, -0.69272, 2.03583)
H (-2.16049, 1.69425, 0.91892)

Properties
SMILES: CC(C)(O)OOC=O
Kohn-Sham gap: 11.5 eV
Molecular weight: 120.1 g/mol
E_LUMO: 0.72 eV

***

Arrangement Q

The following is a quantum chemistry calculation of a cluster of 2 separate species, C4H8O4 in total, from OMol25.

CARTESIAN COORDINATES (ANGSTROEM)
O (-0.96032, -1.78562, -1.41333)
C (-0.47856, -0.75641, -1.78659)
C (0.68763, -0.11114, -1.05465)
C (0.11781, 0.92585, -0.12349)
C (-1.06479, 0.59102, 0.71082)
O (-2.18978, 1.04920, 0.68435)
O (-0.79463, -0.27373, 1.70790)
H (-0.70608, -0.17215, -2.69599)
H (1.17151, -0.99113, -0.61179)
H (1.65571, 0.21600, -1.53934)
H (-0.10798, 1.81542, -0.72202)
H (0.91061, 1.19876, 0.63282)
H (-1.57815, -0.61705, 2.13963)
O (3.61574, 0.33242, 0.75877)
H (3.74269, -0.47332, 1.26770)
H (2.69381, 0.56168, 0.95789)

Properties
SMILES: O=CCCC(=O)O.O
Kohn-Sham gap: 10.6 eV
Molecular weight: 120.1 g/mol
E_LUMO: 0.38 eV

***

Stability ranking, top entry: arrangement Q; the second entry is 0.0676 hartree less favorable.